ORCA calculation (ωB97M-V/def2-TZVPD) on C39H44F4IrN9OS as an isolated structure.

CARTESIAN COORDINATES (ANGSTROEM)
Ir 1.01 -1.13 -0.80
C 2.91 -2.83 1.54
N 3.06 -2.06 0.31
C 4.00 -0.97 0.57
C 3.61 -2.91 -0.76
C 2.55 -3.86 -1.31
N 1.46 -3.09 -1.85
C 0.61 -3.66 -2.70
C -0.17 -2.81 -3.54
F 0.04 -1.48 -3.37
C -1.05 -3.29 -4.47
F -1.75 -2.45 -5.23
C -1.25 -4.66 -4.61
C -0.53 -5.53 -3.80
F -0.73 -6.83 -3.89
C 0.39 -5.05 -2.87
F 1.02 -5.91 -2.07
H 3.90 -3.13 1.91
H 2.34 -3.74 1.37
H 2.44 -2.23 2.32
H 4.98 -1.38 0.83
H 3.65 -0.36 1.39
H 4.11 -0.35 -0.32
H 4.45 -3.50 -0.38
H 3.96 -2.27 -1.56
H 2.19 -4.53 -0.52
H 3.00 -4.48 -2.08
H -1.95 -5.04 -5.34
N 2.08 0.76 -1.15
S 1.67 2.15 -0.42
C 2.45 1.99 1.22
C 1.70 1.38 2.21
C 2.26 1.21 3.47
C 3.55 1.65 3.72
C 4.28 2.28 2.72
C 3.73 2.46 1.46
C 2.58 3.52 -1.16
C 3.11 3.48 -2.44
C 3.76 4.60 -2.93
C 3.83 5.76 -2.17
C 3.26 5.80 -0.90
C 2.61 4.68 -0.40
H 2.27 0.90 -2.14
H 0.69 1.05 2.01
H 1.69 0.73 4.25
H 3.99 1.50 4.70
H 5.28 2.64 2.92
H 4.30 2.96 0.70
H 3.04 2.59 -3.06
H 4.19 4.58 -3.92
H 4.31 6.63 -2.57
H 3.31 6.70 -0.31
H 2.15 4.71 0.57
O -0.58 0.69 -0.03
C -1.65 1.21 -0.36
C -2.35 2.21 0.51
C -2.47 3.50 -0.34
C -1.36 3.70 -1.40
C -1.55 3.01 -2.76
C -1.45 1.47 -2.73
N -2.23 1.02 -1.57
H -1.76 2.37 1.41
H -3.34 1.88 0.82
H -2.43 4.35 0.35
H -3.44 3.54 -0.83
H -0.40 3.41 -0.97
H -1.30 4.77 -1.60
H -0.80 3.40 -3.45
H -2.52 3.28 -3.16
H -0.42 1.11 -2.60
H -1.86 1.03 -3.64
H -3.18 1.39 -1.64
C -0.59 -2.91 1.83
C -1.48 -2.50 0.72
N -1.05 -2.06 -0.45
C -2.16 -1.86 -1.22
C -3.27 -2.16 -0.50
N -2.83 -2.57 0.74
C -3.65 -2.91 1.88
N -3.54 -1.93 2.92
N -2.66 -2.10 3.92
N -2.74 -1.17 4.75
C -3.71 -0.29 4.38
C -4.22 0.86 4.98
C -5.21 1.54 4.29
C -5.69 1.08 3.06
C -5.21 -0.06 2.46
C -4.23 -0.77 3.15
H 0.42 -2.66 1.54
H -0.67 -3.98 2.02
H -0.84 -2.41 2.76
H -2.11 -1.50 -2.23
H -4.30 -2.15 -0.77
H -3.31 -3.86 2.30
H -4.69 -3.00 1.56
H -3.87 1.17 5.95
H -5.64 2.43 4.72
H -6.46 1.65 2.57
H -5.56 -0.38 1.49

Output
- E: -2981.418290 Ha
- Strongest force on any atom: 2.59 eV/A
- Relative energy (zero: lowest compared OMol25 entry of this formula, charge and spin): 21.8 kcal/mol
- Total charge: +3
- Multiplicity: 6
- <S²>: 8.824
- Kohn-Sham gap (alpha / beta): 6.617 / 2.839 eV

=====

ORCA calculation (ωB97M-V/def2-TZVPD) on a 6-piece molecular cluster, C39H45BF9IN6O9S overall.

CARTESIAN COORDINATES (ANGSTROEM)
C 3.45 -2.53 3.35
C 2.04 -2.16 2.83
I 0.53 -2.54 4.31
C 1.78 -2.92 1.46
C 1.69 -1.97 0.25
C 2.85 -1.88 -0.60
C 4.13 -2.64 -0.33
O 5.12 -2.01 -0.05
O 4.26 -4.05 -0.32
S 3.31 -4.88 -1.39
C 1.66 -5.20 -0.78
O 3.94 -6.16 -1.52
O 3.21 -4.26 -2.67
C 2.75 -1.03 -1.69
C 3.93 -0.89 -2.67
C 3.67 -1.50 -4.08
C 5.04 -1.78 -4.75
C 5.89 -2.88 -4.08
O 6.12 -3.93 -5.03
C 1.57 -0.28 -1.90
C 1.59 0.57 -3.18
O 0.97 0.05 -4.13
O 2.22 1.62 -3.20
N 0.52 -0.35 -1.07
C -0.67 0.43 -1.29
F -0.53 1.47 -2.10
F -1.06 1.07 -0.15
C -1.85 -0.43 -1.93
F -1.92 -0.06 -3.23
F -1.60 -1.75 -1.95
C -3.29 -0.19 -1.37
F -3.39 -0.43 -0.06
F -4.05 -1.17 -1.95
C -3.99 1.14 -1.77
F -3.26 2.26 -1.54
F -4.42 1.17 -3.01
F -5.11 1.21 -0.99
C 0.58 -1.22 -0.01
B -0.64 -1.48 1.02
O -0.87 -0.57 1.99
O -1.46 -2.58 0.93
H 3.44 -3.62 3.53
H 3.70 -1.97 4.25
H 4.17 -2.37 2.54
H 2.10 -1.10 2.55
H 0.93 -3.61 1.52
H 2.66 -3.58 1.35
H 0.98 -4.37 -1.03
H 1.27 -6.10 -1.26
H 1.62 -5.33 0.31
H 4.87 -1.21 -2.23
H 4.02 0.20 -2.82
H 3.20 -0.70 -4.68
H 2.98 -2.34 -4.10
H 5.62 -0.84 -4.66
H 4.90 -1.97 -5.82
H 6.89 -2.46 -3.85
H 5.49 -3.24 -3.12
H 6.16 -4.75 -4.53
H -1.36 -0.96 2.73
H -1.36 -3.03 0.09
N -2.82 2.32 2.03
C -4.06 2.68 1.59
C -4.76 3.13 2.68
C -3.91 3.04 3.81
C -2.71 2.53 3.38
H -2.09 1.95 1.45
H -4.31 2.58 0.56
H -5.78 3.49 2.67
H -4.14 3.31 4.83
H -1.80 2.31 3.91
N -5.30 -3.78 -1.68
C -5.14 -5.14 -1.75
C -6.35 -5.72 -1.48
C -7.28 -4.67 -1.24
C -6.60 -3.49 -1.37
H -4.58 -3.11 -1.83
H -4.18 -5.57 -1.99
H -6.55 -6.78 -1.46
H -8.32 -4.77 -1.00
H -6.93 -2.47 -1.28
N 3.23 1.28 -7.33
C 2.98 1.95 -6.16
C 3.98 2.87 -5.99
C 4.86 2.76 -7.10
C 4.37 1.77 -7.91
H 2.66 0.54 -7.70
H 2.12 1.71 -5.56
H 4.06 3.55 -5.16
H 5.75 3.33 -7.28
H 4.73 1.37 -8.84
N -4.92 5.01 7.02
C -4.66 5.35 8.32
C -4.07 6.58 8.33
C -3.97 7.01 6.97
C -4.50 6.02 6.19
H -5.35 4.16 6.72
H -4.92 4.68 9.12
H -3.74 7.12 9.20
H -3.55 7.94 6.62
H -4.63 5.95 5.12
N 1.45 4.12 4.48
C 0.20 4.48 4.05
C -0.51 4.92 5.13
C 0.35 4.83 6.26
C 1.55 4.33 5.83
H 2.18 3.75 3.90
H -0.07 4.39 3.01
H -1.53 5.28 5.12
H 0.11 5.09 7.28
H 2.46 4.11 6.36

Output
- E: -4138.311341 Ha
- Strongest force on any atom: 4.04 eV/A
- Kohn-Sham gap: 5.096 eV

=====

ORCA calculation (ωB97M-V/def2-TZVPD) on C39H45BrCl2MoN5O6P2 as an isolated structure.

CARTESIAN COORDINATES (ANGSTROEM)
Mo -0.67 0.01 -0.80
C 3.04 -0.53 0.21
P 1.33 -0.53 0.86
C 1.51 0.76 2.10
N 2.48 0.59 3.01
C 2.59 1.62 3.93
C 3.56 1.54 4.94
C 3.69 2.54 5.88
C 2.86 3.65 5.83
C 1.90 3.76 4.84
C 1.75 2.76 3.88
N 0.80 2.92 2.88
C 0.74 1.91 2.01
P -0.37 2.17 0.62
C -1.95 2.63 1.40
C 0.19 3.77 -0.19
C 1.72 3.85 -0.14
C -0.34 3.85 -1.62
C -0.36 4.97 0.60
C 1.25 -2.29 1.66
C 1.73 -2.23 3.11
C -0.14 -2.94 1.68
C 2.20 -3.23 0.90
H 3.65 -0.82 1.06
H 3.29 0.49 -0.06
H 3.21 -1.19 -0.63
H 4.20 0.66 4.95
H 4.45 2.46 6.65
H 2.96 4.44 6.57
H 1.24 4.62 4.78
H -1.68 3.06 2.36
H -2.62 1.78 1.52
H -2.45 3.36 0.78
H 2.20 2.99 -0.58
H 2.06 3.95 0.89
H 2.03 4.75 -0.69
H 0.00 3.04 -2.26
H 0.00 4.80 -2.06
H -1.43 3.87 -1.64
H -0.13 4.90 1.66
H -1.44 5.09 0.47
H 0.12 5.86 0.19
H 1.10 -1.61 3.74
H 2.74 -1.85 3.20
H 1.70 -3.26 3.50
H -0.79 -2.50 2.43
H -0.01 -3.98 1.96
H -0.66 -2.92 0.72
H 3.24 -2.97 1.05
H 2.01 -3.29 -0.17
H 2.05 -4.24 1.30
N -3.78 -1.42 -0.56
C -3.27 -1.57 -1.83
C -4.12 -2.21 -2.74
C -3.72 -2.39 -4.03
C -2.46 -1.92 -4.41
C -1.70 -1.29 -3.47
N -2.08 -1.11 -2.18
C -3.29 -1.04 0.67
C -4.23 -1.10 1.71
C -3.86 -0.81 3.00
C -2.53 -0.45 3.23
C -1.68 -0.39 2.17
N -2.02 -0.66 0.88
H -4.75 -1.65 -0.51
H -5.09 -2.56 -2.40
H -4.37 -2.89 -4.75
H -2.10 -2.01 -5.42
H -0.75 -0.85 -3.75
H -5.25 -1.40 1.48
H -4.58 -0.85 3.80
H -2.16 -0.20 4.22
H -0.66 -0.08 2.33
Br 3.58 -2.26 -4.27
C 2.38 -3.56 -3.63
C 2.60 -4.85 -4.10
C 1.79 -5.90 -3.67
C 0.76 -5.68 -2.77
C 0.54 -4.40 -2.31
C 1.34 -3.32 -2.73
C 0.98 -2.01 -2.16
O 1.51 -0.95 -2.64
O 0.15 -1.94 -1.22
H 3.41 -5.03 -4.79
H 1.98 -6.90 -4.05
H 0.13 -6.49 -2.44
H -0.26 -4.20 -1.60
C 2.58 1.71 -3.15
O 2.11 1.12 -1.91
C 1.03 0.35 -2.04
O -0.04 0.77 -2.60
H 3.65 1.57 -3.19
H 2.33 2.77 -3.15
H 2.10 1.23 -4.01
Cl -5.54 0.94 -2.12
C -4.33 2.27 -2.05
Cl -4.62 3.28 -0.64
C -2.92 1.64 -2.18
O -2.52 1.50 -3.31
O -2.36 1.28 -1.06
H -4.50 2.87 -2.94

Output
- E: -6483.551544 Ha
- Strongest force on any atom: 0.45 eV/A
- Relative energy (zero: lowest compared OMol25 entry of this formula, charge and spin): 25.8 kcal/mol
- Total charge: +1
- Multiplicity: 3
- <S²>: 2.036
- Kohn-Sham gap (alpha / beta): 4.107 / 6.224 eV